Entry from OMol25: a structure of composition C5H4AgO2 at a distorted geometry (wB97M-V/def2-TZVPD).

The net charge is +2. The calculation puts the energy relative to the best compared isomer or geometry (same formula, charge and spin) at 20.5 kcal per mole. As for the LUMO energy (spin up / spin down): -11.1 / -11.8 eV. Its expectation value of S² is 0.827. As for the multiplicity: 2. The calculation puts the highest occupied orbital energy (spin up / spin down) at -18.68 / -19.09 eV.

CARTESIAN COORDINATES (ANGSTROEM)
O1 -0.397 3.016 -1.546
C1 -0.468 1.905 -1.302
C2 -0.584 0.564 -1.120
C3 0.380 -0.169 -0.420
C4 1.510 -0.775 -0.751
H1 -1.529 0.124 -1.456
H2 1.854 -0.822 -1.787
H3 1.947 -1.531 -0.094
C5 -0.172 -0.569 1.583
O2 -1.372 -0.255 1.720
Ag1 -1.263 0.155 3.692
H4 0.095 -1.644 1.482

---

Entry from OMol25: a structure of composition C5H4Br2FN at a distorted geometry (wB97M-V/def2-TZVPD).

The calculation puts the energy relative to the best compared isomer or geometry (same formula, charge and spin) at 0.0 kcal per mole. As for the LUMO energy: -0.9 eV. The calculation puts the highest occupied orbital energy at -9.81 eV.

CARTESIAN COORDINATES (ANGSTROEM)
C1 -0.516 0.065 -0.077
C2 0.313 -0.780 0.583
C3 -0.071 0.948 -1.124
C4 1.678 -0.717 0.446
C5 2.164 0.740 -0.733
N1 1.094 1.251 -1.471
F1 3.155 0.316 -1.590
Br1 2.458 -2.358 -0.229
Br2 2.915 2.200 0.480
H1 -1.496 -0.209 0.050
H2 -0.112 -1.653 1.056
H3 -0.867 1.366 -1.838
H4 2.268 -0.584 1.492

---

Entry from OMol25: a structure of composition C5H4BrO2 at a distorted geometry (wB97M-V/def2-TZVPD).

The net charge is -1. The calculation puts the energy relative to the best compared isomer or geometry (same formula, charge and spin) at 26.2 kcal per mole. As for the LUMO energy: 3.6 eV. The calculation puts the highest occupied orbital energy at -3.04 eV.

CARTESIAN COORDINATES (ANGSTROEM)
C1 2.659 0.043 0.198
C2 1.381 1.555 0.057
C3 1.789 -1.051 -0.135
C4 0.044 0.788 0.170
C5 0.311 -0.715 -0.240
O1 1.546 2.760 -0.054
O2 2.205 -2.297 -0.219
Br1 4.543 0.113 0.008
H1 -0.090 0.639 1.301
H2 -0.684 1.214 -0.568
H3 0.140 -0.970 -1.282
H4 -0.206 -1.429 0.352